# 1
DFT (ωB97M-V with the def2-TZVPD basis set) results for C21H27BN3O5ReSeSi2 as an isolated structure.

The geometry in XYZ format:
```
61
C21H27BN3O5ReSeSi2 ωB97M-V with the def2-TZVPD basis set
Re 0.4406 -0.3264 1.3230
O 0.6878 -4.0541 6.2591
C 0.6545 -3.3289 5.3041
C -0.6003 -2.6889 4.6935
O -1.7316 -2.8368 5.0920
C -0.0885 -1.9224 3.5634
C 1.2871 -2.0419 3.4190
O 1.8605 -1.4262 2.4308
C 1.8612 -2.8993 4.4589
O 3.0081 -3.2268 4.6531
O -0.7407 -1.2239 2.6730
C -1.5077 2.2686 -0.5925
Si -1.5745 0.4807 0.0838
C -3.0696 0.4822 1.2568
C -2.0926 -0.6076 -1.3987
C -3.1481 -0.3100 -2.2619
C -3.4852 -1.1663 -3.3013
C -2.7694 -2.3438 -3.4879
C -1.7206 -2.6526 -2.6336
C -1.3713 -1.7918 -1.5932
Si 0.0137 -2.1467 -0.3608
C -0.5419 -3.6602 0.6466
C 1.5358 -2.7917 -1.2953
H -2.4001 2.5118 -1.1773
H -0.6324 2.4814 -1.2104
H -1.4777 2.9599 0.2513
H -3.9843 0.7772 0.7338
H -2.9025 1.1888 2.0732
H -3.2243 -0.5042 1.6957
H -3.7168 0.6046 -2.1234
H -4.3066 -0.9216 -3.9650
H -3.0319 -3.0177 -4.2951
H -1.1683 -3.5757 -2.7854
H -0.7728 -4.4882 -0.0306
H -1.4310 -3.4383 1.2376
H 0.2454 -3.9960 1.3271
H 1.2733 -3.7183 -1.8158
H 2.3149 -3.0321 -0.5673
H 1.9788 -2.1155 -2.0181
B 0.0036 4.3730 2.3828
C 0.1664 2.8285 2.1516
N 0.2828 1.7007 1.9244
H 0.6647 4.9098 1.5152
H -1.1741 4.6247 2.2717
H 0.4273 4.6238 3.4879
C 3.8189 3.4181 -0.3793
N 2.9429 2.8783 -1.4044
C 2.5970 3.5198 -2.5707
C 1.7253 2.7187 -3.2166
N 1.5559 1.5932 -2.4401
C 0.7006 0.4776 -2.7927
C 2.3013 1.6876 -1.3258
Se 2.5555 0.5507 0.1408
H 4.0956 4.4289 -0.6687
H 4.7111 2.8031 -0.2804
H 3.2950 3.4345 0.5750
H 2.9893 4.4870 -2.8257
H 1.2046 2.8421 -4.1482
H 0.4866 0.5287 -3.8581
H -0.2281 0.5203 -2.2340
H 1.2066 -0.4509 -2.5666
```

LUMO (spin up / spin down) = 0.060 / 0.065 Eh
multiplicity = 2
gap between HOMO and LUMO (spin up / spin down) = 6.720 / 6.704 eV
HOMO energy (spin up / spin down) = -5.089 / -4.935 eV
expectation value of S² = 0.7784
E_tot = -4440.5566 Ha
charge = -1


# 2
DFT (ωB97M-V with the def2-TZVPD basis set) results for C21H27BeBrClIN3O4Si2 as an isolated structure.

The geometry in XYZ format:
```
61
C21H27BeBrClIN3O4Si2 ωB97M-V with the def2-TZVPD basis set
Be 0.0724 0.4096 0.8925
Cl -3.8501 -4.0393 4.2093
C -2.6811 -2.7716 3.8971
C -2.1879 -2.0364 4.9453
C -1.2249 -1.0482 4.7334
I -0.4114 -0.0178 6.3591
C -0.7203 -0.7253 3.4571
O 0.2011 0.0893 3.1951
C -1.3116 -1.4827 2.3637
N -0.8543 -1.1675 1.1158
C -1.2206 -1.9033 0.0914
C -2.1031 -2.9830 0.2195
C -2.6285 -3.2809 1.4457
C -2.2386 -2.5311 2.5786
H -2.5405 -2.2434 5.9464
H -0.8125 -1.6137 -0.8724
H -2.3759 -3.5538 -0.6600
H -3.3279 -4.0983 1.5672
Br 2.2816 -1.9180 2.1913
C 2.7984 -0.1533 1.7720
C 4.1249 0.1621 2.0249
C 4.5784 1.4248 1.6972
C 3.6901 2.3279 1.1437
C 2.3801 1.9387 0.9475
N 1.9240 0.7086 1.2430
H 4.7736 -0.5816 2.4611
H 5.6136 1.6946 1.8719
H 3.9963 3.3297 0.8714
H 1.6366 2.6220 0.5561
C 1.0106 -1.0251 -3.6914
Si 1.4463 0.0822 -2.2187
C 2.9210 -0.8408 -1.4685
C 2.2450 1.6029 -3.0176
C 0.1044 0.6023 -1.0653
Si -1.6015 0.7507 -1.8160
C -1.7768 2.4472 -2.6247
C -3.0963 0.5928 -0.6678
C -2.0667 -0.4980 -3.1729
H 1.9398 -1.3088 -4.2012
H 0.3767 -0.5059 -4.4157
H 0.4952 -1.9491 -3.3991
H 3.5132 -1.2835 -2.2784
H 2.6147 -1.6534 -0.8009
H 3.5808 -0.1669 -0.9103
H 3.1561 1.3303 -3.5652
H 2.5140 2.3528 -2.2621
H 1.5530 2.0815 -3.7227
H 0.3512 1.6776 -0.9713
H -1.6240 3.2436 -1.8843
H -2.7746 2.5792 -3.0623
H -1.0319 2.5824 -3.4193
H -3.0075 1.1853 0.2460
H -3.2771 -0.4481 -0.3747
H -3.9853 0.9407 -1.2090
H -1.6402 -0.2308 -4.1444
H -3.1590 -0.4952 -3.2764
H -1.7591 -1.5269 -2.9483
O -0.1939 3.5144 0.5564
N -1.1496 2.8598 1.0203
O -2.2539 3.3487 1.2319
O -1.0068 1.5999 1.2689
```

LUMO = 0.087 Eh
multiplicity = 1
gap between HOMO and LUMO = 6.925 eV
HOMO energy = -4.570 eV
E_tot = -5207.4474 Ha
charge = -1


# 3
DFT (ωB97M-V with the def2-TZVPD basis set) results for C21H27BiFP2 as an isolated structure.

The geometry in XYZ format:
```
52
C21H27BiFP2 ωB97M-V with the def2-TZVPD basis set
Bi -1.0019 -0.4081 1.3461
C -1.6399 1.2238 -1.9005
P -2.3645 -0.1194 -0.9318
C -4.0574 0.3886 -0.5544
C -2.4905 -1.5810 -2.0350
C -2.2078 -2.9254 -1.3611
P -0.4722 -3.0658 -0.7448
C -0.5125 -4.7553 -0.0496
C 0.4333 -3.3390 -2.3134
H -2.2373 1.4158 -2.7929
H -0.6242 0.9607 -2.1956
H -1.6124 2.1227 -1.2835
H -4.5893 0.6282 -1.4759
H -4.0294 1.2615 0.0972
H -4.5780 -0.4198 -0.0401
H -1.8109 -1.4181 -2.8745
H -3.5019 -1.5684 -2.4484
H -2.4229 -3.7335 -2.0650
H -2.8773 -3.0680 -0.5064
H -0.8825 -5.4804 -0.7763
H -1.1490 -4.7804 0.8352
H 0.4933 -5.0454 0.2540
H -0.0143 -4.1416 -2.9026
H 1.4678 -3.6012 -2.0916
H 0.4505 -2.4265 -2.9108
F 3.7696 1.4470 5.3165
C 3.1043 1.1951 4.1804
C 3.1515 -0.0792 3.6491
C 2.4623 -0.3297 2.4739
C 1.7412 0.6783 1.8322
C 0.9697 0.3804 0.5873
C 1.7114 1.9496 2.4054
C 2.3954 2.2174 3.5793
H 3.7239 -0.8480 4.1493
H 2.5015 -1.3226 2.0386
H 1.4211 -0.4030 -0.0176
H 0.7786 1.2672 -0.0119
H 1.1464 2.7392 1.9253
H 2.3877 3.2003 4.0298
C -1.7210 1.6243 1.6896
C -2.1248 2.7502 1.8845
C -2.6025 4.0814 2.1158
C -2.0544 5.1563 1.4136
C -2.5189 6.4404 1.6411
C -3.5284 6.6614 2.5679
C -4.0751 5.5960 3.2705
C -3.6166 4.3085 3.0488
H -1.2641 4.9780 0.6959
H -2.0908 7.2717 1.0969
H -3.8876 7.6663 2.7451
H -4.8591 5.7695 3.9952
H -4.0335 3.4737 3.5961
```

LUMO = -0.107 Eh
multiplicity = 1
gap between HOMO and LUMO = 8.141 eV
HOMO energy = -11.051 eV
E_tot = -1813.3201 Ha
charge = +1


# 4
DFT (ωB97M-V with the def2-TZVPD basis set) results for C21H27BrCl5OS4SiSr as an isolated structure.

The geometry in XYZ format:
```
61
C21H27BrCl5OS4SiSr ωB97M-V with the def2-TZVPD basis set
Sr -0.5525 -0.1815 0.1230
O -7.2552 -1.6084 -1.6096
C -6.0828 -1.3579 -1.4454
S -5.4236 0.2696 -1.2941
C -3.7204 -0.1611 -1.1362
C -3.4339 -1.4806 -1.1571
S -1.8894 -2.3287 -1.0771
S -4.8097 -2.5710 -1.3330
S -2.6632 1.2468 -1.0377
Cl -1.4507 -0.4069 3.6336
C 0.2724 -0.0430 3.6132
C 0.8634 0.0903 2.3742
C 2.2097 0.3736 2.3985
Cl 3.0145 0.5566 0.8315
C 2.9638 0.5239 3.5575
Cl 4.6530 0.8797 3.5057
C 2.3154 0.3790 4.7841
Cl 3.2012 0.5556 6.2548
C 0.9497 0.0915 4.8205
Cl 0.1432 -0.0875 6.3360
C -2.1071 1.8712 -5.0579
C -1.7938 0.4078 -5.4080
C -2.5628 -0.4422 -4.3858
C -2.3496 0.1141 -6.8123
Si 0.0885 0.0803 -5.3288
Br 0.6497 0.1027 -3.1240
C 0.6075 -1.6769 -5.9116
C -0.3870 -2.7269 -5.3917
C 0.6372 -1.7591 -7.4469
C 1.9853 -2.0988 -5.3775
C 1.1631 1.4874 -6.0832
C 1.1188 2.7680 -5.2338
C 0.6835 1.8305 -7.5035
C 2.6412 1.0814 -6.1648
H -3.1953 1.9899 -5.0243
H -1.7242 2.5780 -5.7947
H -1.7344 2.1375 -4.0662
H -3.6252 -0.1803 -4.4494
H -2.2412 -0.2333 -3.3675
H -2.4791 -1.5129 -4.5495
H -3.4097 0.3890 -6.8295
H -2.2901 -0.9450 -7.0661
H -1.8515 0.6820 -7.6017
H -1.3731 -2.6275 -5.8421
H -0.5033 -2.6837 -4.3059
H -0.0089 -3.7230 -5.6486
H -0.3112 -1.4673 -7.9012
H 0.8364 -2.7955 -7.7425
H 1.4248 -1.1418 -7.8816
H 1.9922 -2.1464 -4.2886
H 2.7920 -1.4413 -5.6919
H 2.2103 -3.1025 -5.7563
H 0.1161 3.1684 -5.1128
H 1.7280 3.5335 -5.7284
H 1.5339 2.6021 -4.2394
H -0.3181 2.2608 -7.5062
H 0.6812 0.9650 -8.1686
H 1.3604 2.5756 -7.9373
H 3.0366 0.7937 -5.1880
H 3.2228 1.9411 -6.5170
H 2.8166 0.2637 -6.8631
```

LUMO = 0.078 Eh
multiplicity = 1
gap between HOMO and LUMO = 6.241 eV
HOMO energy = -4.129 eV
E_tot = -7679.8244 Ha
charge = -1